[1]
DFT (ωB97M-V/def2-TZVPD) results for C27H60F4N11O4P3S as an isolated structure at a distorted geometry.

**Spin multiplicity**: 1
**Charge**: 0

Structure (XYZ):
```
110
Properties=species:S:1:pos:R:3:mulliken_charge:R:1
O -3.310 -0.246 0.351 -0.697
C -2.367 -0.592 -0.647 0.469
C -3.188 -0.879 -1.909 -1.043
C -2.768 -0.103 -3.148 0.024
C -3.725 0.215 -4.065 0.286
F -5.000 -0.154 -3.813 -0.365
C -3.503 0.909 -5.282 -0.837
C -2.246 1.299 -5.614 -0.689
C -1.199 1.002 -4.703 0.482
N 0.097 1.321 -4.897 -0.652
S 0.844 0.797 -3.586 0.120
N -0.336 0.116 -2.732 -0.238
C -1.438 0.310 -3.477 0.975
C -1.715 -1.891 -0.151 0.341
F -0.692 -2.217 -0.956 -0.144
F -1.222 -1.705 1.091 -0.248
F -2.580 -2.900 -0.053 -0.312
H -2.864 0.144 1.110 0.377
H -1.659 0.228 -0.744 0.321
H -3.229 -1.941 -2.166 0.429
H -4.217 -0.593 -1.701 0.407
H -4.349 1.093 -5.932 0.469
H -2.033 1.832 -6.530 0.483
O 3.563 -1.940 -5.080 -0.866
P 4.119 -3.198 -4.447 0.720
N 2.910 -3.466 -3.242 0.231
C 2.614 -2.424 -2.272 -0.844
C 1.665 -3.937 -3.838 -1.184
N 5.589 -2.538 -3.852 0.234
C 5.916 -2.387 -2.455 -1.031
C 6.168 -1.449 -4.629 -0.955
N 4.794 -4.835 -4.208 0.100
C 4.955 -5.564 -5.476 -1.010
C 4.358 -5.758 -3.171 -0.912
H 1.838 -2.767 -1.585 0.448
H 2.269 -1.497 -2.741 0.026
H 3.477 -2.200 -1.647 0.227
H 1.860 -4.761 -4.535 0.347
H 1.153 -3.142 -4.395 0.302
H 0.991 -4.317 -3.068 0.336
H 5.477 -1.474 -2.030 0.359
H 7.001 -2.325 -2.325 0.364
H 5.591 -3.242 -1.861 0.220
H 5.701 -0.482 -4.399 0.266
H 6.052 -1.630 -5.696 0.310
H 7.240 -1.375 -4.431 0.348
H 3.992 -5.894 -5.883 0.324
H 5.594 -6.439 -5.346 0.367
H 5.433 -4.920 -6.221 0.310
H 3.373 -6.198 -3.368 0.305
H 4.336 -5.288 -2.194 0.257
H 5.085 -6.574 -3.112 0.386
O -2.753 3.262 -0.718 -0.688
P -2.815 4.590 0.020 0.645
N -3.346 5.554 -1.320 0.116
C -2.608 5.522 -2.575 -0.987
C -4.763 5.343 -1.590 -1.155
N -1.123 4.693 0.333 0.318
C -0.223 5.625 -0.302 -1.042
C -0.440 3.433 0.599 -0.930
N -3.017 5.974 1.145 0.056
C -3.819 5.620 2.327 -1.023
C -3.345 7.329 0.729 -0.922
H -3.082 6.197 -3.292 0.392
H -2.565 4.522 -3.022 0.262
H -1.593 5.892 -2.450 0.262
H -5.346 5.417 -0.664 0.326
H -4.953 4.355 -2.026 0.277
H -5.142 6.108 -2.271 0.370
H 0.106 5.267 -1.287 0.344
H 0.670 5.766 0.315 0.352
H -0.666 6.614 -0.417 0.239
H -0.184 2.897 -0.327 0.181
H -1.060 2.776 1.206 0.274
H 0.478 3.615 1.161 0.385
H -4.882 5.512 2.083 0.327
H -3.717 6.374 3.109 0.377
H -3.470 4.670 2.746 0.318
H -4.387 7.445 0.408 0.311
H -2.699 7.675 -0.070 0.261
H -3.180 7.997 1.580 0.375
O -0.615 -0.106 4.623 -0.810
P 0.084 -0.950 5.667 0.718
N 0.517 -2.309 4.691 0.209
C -0.517 -3.040 3.970 -1.126
C 1.602 -1.977 3.776 -1.170
N -1.259 -1.211 6.704 0.234
C -1.886 -2.492 6.930 -1.045
C -2.250 -0.145 6.756 -0.967
N 1.166 -1.488 6.985 0.098
C 2.059 -0.414 7.448 -1.009
C 1.886 -2.751 6.990 -0.905
H -0.067 -3.869 3.418 0.418
H -1.060 -2.414 3.261 0.379
H -1.232 -3.499 4.650 0.235
H 2.416 -1.473 4.311 0.332
H 1.268 -1.311 2.971 0.255
H 2.020 -2.883 3.331 0.368
H -2.606 -2.738 6.138 0.368
H -2.428 -2.484 7.880 0.362
H -1.158 -3.300 7.006 0.221
H -2.956 -0.194 5.916 0.263
H -1.771 0.832 6.734 0.316
H -2.815 -0.203 7.690 0.346
H 2.854 -0.202 6.724 0.320
H 2.518 -0.673 8.403 0.367
H 1.488 0.508 7.602 0.314
H 2.734 -2.771 6.294 0.303
H 1.236 -3.590 6.763 0.258
H 2.277 -2.919 7.999 0.386
```

***

[2]
DFT (ωB97M-V/def2-TZVPD) results for C27H61N3NbO17S as an isolated structure at a distorted geometry.

**Spin multiplicity**: 1
**Energy above the lowest of the compared OMol25 structures with the same formula, charge and spin**: 0.00 kJ/mol
**Charge**: -1

Structure (XYZ):
```
110
Properties=species:S:1:pos:R:3:mulliken_charge:R:1
N 5.169 2.979 -0.312 -0.476
C 5.219 2.156 0.905 -1.030
C 4.661 0.742 0.802 -0.823
Nb 2.532 0.505 -0.053 -0.539
C 3.442 -0.929 -1.594 -0.615
N 3.839 -0.383 -2.936 -0.785
C 1.953 2.282 1.243 -0.871
C 0.482 2.736 1.319 -0.551
C -0.247 2.893 -0.014 -0.690
S -1.671 1.818 -0.257 -0.277
C 2.222 -1.163 1.514 -0.519
O 1.183 -2.144 1.134 -0.139
N 1.734 -3.314 0.723 0.134
O 0.983 -3.951 0.073 -0.461
H 5.253 2.382 -1.126 0.145
H 4.261 3.423 -0.360 0.317
H 6.262 2.104 1.227 0.337
H 4.697 2.693 1.694 0.454
H 5.376 0.112 0.273 0.506
H 4.581 0.370 1.830 0.410
H 0.842 0.061 -0.607 0.131
H 2.666 1.747 -1.417 -0.067
H 2.751 -1.751 -1.782 0.352
H 4.360 -1.333 -1.171 0.366
H 3.070 0.181 -3.275 0.282
H 4.567 0.305 -2.776 0.240
H 2.543 3.175 1.032 0.409
H 2.253 1.972 2.250 0.468
H 0.475 3.716 1.802 0.316
H -0.082 2.078 1.974 0.332
H 0.435 2.810 -0.855 0.271
H -0.707 3.876 -0.072 0.385
H -1.100 0.779 -0.852 0.069
H 3.136 -1.744 1.635 0.557
H 1.884 -0.770 2.471 0.360
C 2.237 -4.030 4.522 -1.204
C 0.808 -3.552 4.606 -0.125
O 0.405 -3.311 5.976 -0.264
C 0.835 -2.178 6.510 0.645
O 1.492 -1.324 5.978 -0.581
O 0.393 -2.130 7.781 -0.214
C 0.835 -0.970 8.496 -0.767
H 2.383 -4.908 5.154 0.354
H 2.482 -4.288 3.492 0.399
H 2.927 -3.254 4.853 0.296
H 0.122 -4.316 4.247 0.302
H 0.650 -2.653 4.013 0.257
H 0.599 -0.064 7.944 0.307
H 1.906 -1.022 8.679 0.317
H 0.296 -0.986 9.439 0.226
C 7.892 2.020 -7.265 -1.112
C 6.612 2.821 -7.346 -0.189
O 5.959 2.921 -6.074 -0.342
C 6.479 3.814 -5.229 0.747
O 7.406 4.551 -5.466 -0.583
O 5.798 3.751 -4.095 -0.267
C 6.261 4.619 -3.052 -0.658
H 7.696 1.040 -6.827 0.297
H 8.311 1.882 -8.262 0.359
H 8.629 2.531 -6.647 0.311
H 5.886 2.323 -7.985 0.292
H 6.790 3.820 -7.743 0.319
H 6.324 5.646 -3.406 0.365
H 7.234 4.290 -2.693 0.313
H 5.544 4.539 -2.245 0.127
C 0.525 -7.471 12.128 -1.082
C -0.809 -7.834 11.513 -0.184
O -1.504 -6.684 11.012 -0.383
C -1.064 -6.224 9.832 0.770
O -0.177 -6.716 9.179 -0.565
O -1.772 -5.152 9.517 -0.396
C -1.374 -4.504 8.291 -0.638
H 0.392 -6.710 12.898 0.286
H 0.979 -8.353 12.582 0.348
H 1.204 -7.081 11.373 0.312
H -1.479 -8.252 12.263 0.284
H -0.692 -8.565 10.714 0.311
H -1.369 -5.215 7.469 0.308
H -0.400 -4.048 8.396 0.370
H -2.118 -3.736 8.104 0.318
C -5.613 2.474 -2.621 -0.935
C -4.492 3.482 -2.748 -0.206
O -3.497 3.055 -3.694 -0.247
C -3.807 3.217 -4.969 0.763
O -4.820 3.716 -5.406 -0.583
O -2.807 2.743 -5.710 -0.327
C -3.025 2.799 -7.120 -0.621
H -5.206 1.494 -2.372 0.275
H -6.300 2.780 -1.832 0.366
H -6.172 2.388 -3.552 0.158
H -3.959 3.571 -1.805 0.286
H -4.865 4.465 -3.034 0.315
H -3.291 3.807 -7.432 0.289
H -3.812 2.105 -7.412 0.270
H -2.084 2.502 -7.572 0.221
C -9.718 -1.475 -5.849 -1.089
C -10.488 -0.543 -6.757 -0.190
O -10.204 0.838 -6.479 -0.377
C -9.046 1.289 -6.967 0.787
O -8.267 0.654 -7.633 -0.568
O -8.905 2.556 -6.597 -0.374
C -7.665 3.162 -6.995 -0.506
H -9.904 -1.225 -4.804 0.289
H -10.028 -2.505 -6.023 0.353
H -8.648 -1.400 -6.033 0.314
H -11.559 -0.638 -6.593 0.287
H -10.283 -0.750 -7.807 0.312
H -7.510 3.049 -8.066 0.315
H -6.832 2.727 -6.450 0.223
H -7.750 4.212 -6.738 0.219
```

***

[3]
DFT (ωB97M-V/def2-TZVPD) results for a 14-piece molecular cluster, C27H62F20N14O41S20 overall at a distorted geometry.

**Spin multiplicity**: 1
**Charge**: -6

Structure (XYZ):
```
184
Properties=species:S:1:pos:R:3:mulliken_charge:R:1
C 3.005 2.217 -5.382 -0.808
C 2.171 1.052 -5.570 0.563
O 2.437 0.030 -5.020 -0.318
N 0.719 1.164 -6.122 0.289
H 0.176 1.959 -5.815 0.143
H 0.668 1.352 -7.113 0.475
C -0.148 -0.125 -5.773 -0.791
H 3.907 2.068 -4.789 0.041
H 2.309 2.855 -4.837 0.289
H 3.276 2.607 -6.363 0.470
H -0.114 -0.205 -4.687 0.014
H 0.366 -0.903 -6.337 0.509
H -1.145 0.076 -6.165 0.391
C -4.374 3.150 4.435 -1.614
C -4.737 2.952 2.955 1.076
C -5.724 1.727 2.633 -1.095
N -5.856 1.626 1.039 0.833
C -6.809 0.477 0.701 -1.334
C -4.472 1.378 0.288 1.776
C -4.339 2.523 -0.686 0.147
C -5.261 3.669 -0.272 -1.014
C -6.467 2.931 0.464 -0.932
H -3.380 3.482 4.735 0.298
H -4.462 2.232 5.017 0.285
H -5.008 3.839 4.993 0.454
H -3.786 2.843 2.434 -0.627
H -5.121 3.927 2.656 0.548
H -6.739 2.033 2.884 0.569
H -5.345 0.791 3.046 0.374
H -6.935 0.459 -0.381 0.407
H -7.770 0.691 1.170 0.348
H -6.311 -0.397 1.122 0.466
H -4.513 0.446 -0.276 -0.452
H -3.655 1.450 1.006 -1.465
H -4.714 2.133 -1.632 0.063
H -3.332 2.852 -0.940 0.174
H -5.664 4.160 -1.158 0.572
H -4.799 4.334 0.457 0.259
H -7.263 2.645 -0.224 0.597
H -6.878 3.637 1.185 0.363
C -2.824 -1.908 -0.692 -1.896
C -1.874 -0.855 -1.231 0.425
C -0.508 -0.712 -0.272 0.714
N 0.799 -0.505 -1.042 1.102
C 0.599 0.760 -1.910 0.709
C 1.978 -0.401 -0.013 1.779
C 3.073 -1.309 -0.508 0.215
C 2.693 -1.605 -2.003 -0.613
C 1.163 -1.733 -1.897 0.626
H -3.238 -1.751 0.304 -0.023
H -2.269 -2.840 -0.586 0.453
H -3.707 -2.029 -1.320 0.657
H -2.367 0.108 -1.359 0.251
H -1.814 -1.289 -2.229 -0.319
H -0.434 -1.539 0.435 -0.234
H -0.533 0.103 0.450 -0.330
H 1.363 0.719 -2.686 -0.483
H 0.858 1.489 -1.142 -0.165
H -0.358 0.938 -2.399 -0.345
H 2.365 0.618 0.007 -0.450
H 1.764 -0.697 1.014 -0.651
H 4.039 -0.815 -0.398 -0.556
H 3.098 -2.197 0.123 0.333
H 2.980 -0.971 -2.841 -0.233
H 2.959 -2.579 -2.413 0.816
H 0.731 -1.756 -2.897 -0.973
H 0.899 -2.713 -1.500 0.325
C 3.850 4.124 4.968 -1.503
C 3.575 2.770 4.238 0.434
C 2.720 1.824 5.090 -0.296
N 3.050 0.330 4.998 0.821
C 4.375 0.068 5.731 -0.998
C 3.268 0.022 3.511 -0.028
C 3.134 -1.534 3.402 0.776
C 1.923 -1.743 4.219 0.312
C 1.838 -0.617 5.261 -0.314
H 2.901 4.501 5.349 0.358
H 4.164 4.995 4.393 0.382
H 4.470 3.818 5.811 0.355
H 4.464 2.295 3.823 0.096
H 3.012 2.923 3.317 -0.230
H 1.666 1.826 4.812 -0.098
H 2.801 2.071 6.149 0.536
H 5.237 0.559 5.279 0.374
H 4.705 -0.970 5.732 0.416
H 4.263 0.438 6.750 0.273
H 4.313 0.307 3.386 0.483
H 2.522 0.567 2.931 -0.589
H 4.013 -1.893 3.937 0.227
H 2.942 -1.842 2.374 -0.748
H 1.991 -2.741 4.652 0.704
H 1.029 -1.835 3.602 -0.654
H 1.929 -0.962 6.291 0.401
H 0.921 -0.067 5.054 -0.302
N -0.457 -2.965 -4.625 0.092
S -1.593 -3.806 -4.215 0.766
O -1.660 -4.358 -2.888 -0.441
O -2.048 -4.768 -5.188 -0.693
F -2.684 -2.581 -4.199 -0.202
S 0.709 -4.205 -4.618 0.781
O 0.959 -5.009 -5.858 -0.667
O 1.108 -4.966 -3.386 -0.549
F 1.969 -3.223 -4.660 -0.164
N 7.598 -1.696 -3.500 -0.195
S 6.390 -1.085 -4.103 0.898
O 5.251 -1.935 -4.537 -0.394
O 6.517 0.238 -4.719 -0.696
F 5.919 -0.696 -2.616 -0.041
S 7.851 -2.808 -4.799 1.015
O 7.590 -2.387 -6.222 -0.594
O 7.824 -4.265 -4.532 -0.621
F 9.473 -2.613 -4.771 -0.335
N -1.918 -1.309 4.617 -0.457
S -1.895 -0.368 3.456 0.774
O -0.525 0.036 3.117 -0.208
O -3.001 0.584 3.231 -0.319
F -2.194 -1.385 2.225 -0.219
S -2.221 -0.078 5.676 1.161
O -3.653 -0.091 6.059 -0.683
O -1.475 1.185 5.607 -0.549
F -1.567 -0.893 6.908 -0.342
N 4.176 3.312 -0.694 -0.303
S 4.728 2.388 -1.703 0.794
O 4.108 1.129 -1.938 -0.130
O 6.115 2.613 -2.141 -0.673
F 4.116 3.299 -2.909 -0.522
S 5.296 2.740 0.509 1.101
O 6.691 3.233 0.479 -0.672
O 5.183 1.363 0.958 -0.477
F 4.551 3.642 1.657 -0.345
N 0.233 4.378 1.222 -0.418
S -1.240 5.106 1.456 0.992
O -1.833 5.256 2.820 -0.619
O -2.080 5.034 0.282 -0.551
F -0.668 6.629 1.304 -0.362
S -0.242 3.125 1.816 0.896
O -1.258 2.342 1.192 -0.196
O -0.247 2.953 3.257 -0.624
F 1.066 2.271 1.485 -0.250
N -7.862 -0.398 -4.070 -0.568
S -6.692 0.786 -3.907 1.191
O -5.438 0.681 -4.610 -0.529
O -6.801 1.630 -2.765 -0.552
F -7.513 1.620 -5.051 -0.396
S -6.970 -1.487 -3.545 1.134
O -6.417 -1.266 -2.249 -0.178
O -6.311 -2.330 -4.531 -0.664
F -8.139 -2.558 -3.228 -0.396
N 8.178 -1.998 0.973 -0.231
S 6.622 -1.730 1.500 1.059
O 6.295 -0.703 2.447 -0.495
O 5.728 -2.788 1.389 -0.505
F 6.304 -0.955 0.147 -0.104
S 8.691 -2.537 2.241 0.951
O 8.063 -3.785 2.726 -0.629
O 9.244 -1.605 3.209 -0.684
F 10.082 -3.196 1.751 -0.349
N -0.704 3.246 -5.376 -0.237
S -1.866 3.406 -4.117 0.670
O -2.975 4.336 -4.426 -0.547
O -1.451 3.399 -2.706 -0.218
F -2.548 1.887 -4.401 -0.285
S -0.332 4.681 -5.452 0.886
O 0.453 5.188 -4.335 -0.551
O -1.170 5.728 -6.137 -0.703
F 0.852 4.466 -6.558 -0.332
N -6.962 -5.253 1.595 -0.395
S -5.979 -6.222 2.024 1.054
O -5.441 -6.003 3.373 -0.655
O -5.081 -6.729 1.069 -0.545
F -7.123 -7.418 2.321 -0.396
S -5.889 -3.922 1.293 0.938
O -4.561 -4.168 0.815 -0.127
O -6.155 -2.688 2.058 -0.613
F -6.507 -3.545 -0.184 -0.267
N 0.280 -4.227 2.742 -0.163
S -0.564 -4.715 1.540 0.870
O -1.067 -6.056 1.628 -0.649
O -0.375 -4.185 0.173 -0.294
F -1.826 -3.901 2.006 -0.320
S 1.683 -4.863 2.073 0.989
O 2.426 -4.162 1.015 -0.568
O 1.749 -6.316 1.959 -0.669
F 2.680 -4.619 3.339 -0.355
```

***

no.,frontier orbital gap (Ha)
1,0.27850
2,0.23839
3,0.26668